[1]
A 9-piece molecular cluster, C33H51FN9O28S overall at a distorted geometry. Source: the Open Molecules 2025 dataset; level of theory: ωB97M-V with the def2-TZVPD basis set.

Structure (ORCA input):
```
! wB97M-V def2-TZVPD RIJCOSX def2/J DEFGRID3
* xyz 1 1
C -5.45 2.66 -2.18
C -4.42 2.00 -2.89
C -3.63 0.71 -2.33
C -2.59 1.02 -1.20
C -2.39 2.55 -0.69
O -1.86 3.38 -1.77
O -0.79 2.77 -2.35
C -1.79 -0.16 -0.59
C -0.73 0.14 0.56
O 0.51 0.23 0.40
O -1.24 0.39 1.88
S -0.11 1.18 2.84
O -0.82 1.50 4.15
O 0.35 2.50 2.28
F 1.17 0.18 3.28
C -2.09 -1.61 -1.14
C -1.24 -2.79 -0.49
C 0.23 -2.74 -1.17
C 0.11 -3.28 -2.69
O 1.21 -3.55 -0.50
C 1.94 -2.82 0.52
C 2.98 -1.72 -0.03
C 3.69 -0.86 1.08
C 4.70 0.25 0.62
C 4.99 0.51 -0.90
C 4.30 -0.34 -2.02
C 3.31 -1.44 -1.52
C -3.18 -1.79 -2.25
C -3.48 -3.28 -2.73
C -2.82 -3.69 -4.12
O -2.13 -2.95 -4.86
O -3.02 -5.05 -4.54
N -3.89 -0.64 -2.82
C -4.92 -0.76 -3.91
C -4.43 -0.19 -5.32
O -3.55 -0.68 -6.06
O -5.09 1.01 -5.78
C -4.33 1.54 -6.88
C -3.06 2.50 -6.72
O -4.65 1.20 -8.05
H -5.73 2.41 -1.09
H -6.09 3.48 -2.69
H -4.10 2.43 -3.91
H -1.69 2.61 0.22
H -3.43 2.92 -0.35
H 0.00 2.82 -1.75
H -1.73 -3.82 -0.52
H -1.07 -2.56 0.64
H 0.53 -1.63 -1.27
H -0.25 -2.39 -3.31
H 1.13 -3.59 -3.10
H -0.59 -4.19 -2.72
H 1.13 -2.35 1.21
H 2.51 -3.61 1.14
H 3.45 -1.03 2.19
H 5.19 0.89 1.43
H 5.71 1.34 -1.22
H 4.51 -0.18 -3.14
H 2.76 -2.08 -2.32
H -4.63 -3.39 -2.86
H -3.19 -4.09 -1.97
H -2.79 -5.56 -3.72
H -5.28 -1.83 -4.08
H -5.85 -0.16 -3.57
H -2.43 2.29 -5.80
H -3.39 3.61 -6.63
H -2.35 2.46 -7.62
C 1.52 2.34 6.49
N 1.98 2.74 7.84
O 1.14 2.85 8.71
O 3.18 2.94 7.97
H 0.44 2.19 6.52
H 1.78 3.13 5.80
H 2.02 1.41 6.23
C -1.71 -1.06 5.56
N -1.39 -2.50 5.33
O -1.70 -2.97 4.24
O -0.85 -3.10 6.24
H -2.19 -0.66 4.67
H -2.39 -1.01 6.41
H -0.78 -0.55 5.77
C 8.15 4.14 -1.13
N 6.97 3.31 -1.48
O 7.17 2.30 -2.15
O 5.88 3.69 -1.07
H 9.04 3.68 -1.55
H 7.99 5.13 -1.54
H 8.21 4.17 -0.04
C -3.23 -1.99 9.62
N -2.30 -0.84 9.51
O -2.35 -0.17 8.48
O -1.55 -0.64 10.45
H -3.83 -2.05 8.72
H -2.62 -2.89 9.74
H -3.86 -1.82 10.50
C 4.32 5.11 2.03
N 5.65 5.76 2.20
O 6.30 5.98 1.19
O 5.99 6.02 3.34
H 4.15 4.94 0.96
H 4.34 4.17 2.57
H 3.57 5.79 2.44
C 2.19 -1.96 -6.32
N 2.86 -1.75 -5.01
O 2.62 -2.56 -4.12
O 3.59 -0.78 -4.92
H 1.57 -2.85 -6.26
H 1.58 -1.08 -6.52
H 2.97 -2.08 -7.07
C -0.35 -8.60 -3.60
N -1.53 -8.27 -2.76
O -2.02 -7.15 -2.90
O -1.92 -9.12 -1.99
H -0.11 -7.75 -4.23
H 0.48 -8.82 -2.92
H -0.61 -9.47 -4.20
C -0.93 5.13 4.22
N -0.28 6.46 4.34
O -0.95 7.44 4.04
O 0.87 6.48 4.74
H -1.95 5.26 3.87
H -0.34 4.54 3.52
H -0.92 4.67 5.21
*
```

LUMO energy, eV: -5.43
E, eV: -119294.804
Frontier orbital gap, hartree: 0.1718



[2]
C33H52Cl2MnN2O4SbSi3 as an isolated structure at a distorted geometry. Source: the Open Molecules 2025 dataset; level of theory: ωB97M-V with the def2-TZVPD basis set.

Structure (ORCA input):
```
! wB97M-V def2-TZVPD RIJCOSX def2/J DEFGRID3
* xyz 3 2
Mn -0.81 0.17 1.11
C -3.47 0.18 2.38
O -2.49 0.86 1.62
C -2.20 2.15 2.16
C -1.12 2.77 1.29
O -0.02 1.88 1.13
C 0.80 1.77 2.29
H -4.41 0.74 2.40
H -3.12 0.01 3.40
H -3.66 -0.79 1.91
H -1.86 2.04 3.19
H -3.10 2.78 2.15
H -0.79 3.74 1.69
H -1.52 2.95 0.29
H 1.15 2.76 2.61
H 1.68 1.17 2.03
H 0.27 1.27 3.10
C 0.16 1.91 -3.47
Sb 0.38 1.64 -1.34
C -1.43 0.48 -0.84
C -2.58 1.41 -0.65
C -3.19 2.07 -1.73
C -4.27 2.93 -1.49
C -4.72 3.13 -0.18
C -4.09 2.46 0.87
N -3.05 1.62 0.61
Si -1.98 -1.13 -1.67
C -0.85 -2.52 -1.17
C -2.22 -0.99 -3.52
C -3.65 -1.60 -0.97
C 2.32 0.49 -1.12
C 2.21 -0.48 0.07
C 3.32 -1.20 0.56
C 3.17 -2.05 1.65
C 1.93 -2.18 2.27
C 0.85 -1.45 1.78
N 1.01 -0.63 0.71
Si 2.97 -0.41 -2.73
C 1.81 -1.66 -3.48
C 3.47 0.76 -4.11
C 4.51 -1.45 -2.48
Si 3.51 1.92 -0.62
C 3.03 2.50 1.10
C 5.34 1.52 -0.56
C 3.36 3.44 -1.72
H -0.82 2.37 -3.69
H 0.24 0.95 -4.02
H 0.93 2.61 -3.82
H -2.85 1.92 -2.74
H -4.75 3.44 -2.31
H -5.55 3.79 0.01
H -4.43 2.60 1.88
H 0.18 -2.25 -1.41
H -1.15 -3.46 -1.68
H -0.92 -2.66 -0.08
H -1.29 -0.72 -4.03
H -2.99 -0.22 -3.74
H -2.58 -1.97 -3.91
H -3.57 -1.71 0.13
H -3.98 -2.57 -1.41
H -4.40 -0.82 -1.21
H 4.29 -1.11 0.11
H 4.02 -2.60 2.03
H 1.80 -2.83 3.12
H -0.12 -1.53 2.25
H 0.82 -1.21 -3.67
H 1.74 -2.54 -2.81
H 2.24 -2.01 -4.44
H 2.64 1.39 -4.44
H 3.81 0.15 -4.97
H 4.33 1.38 -3.78
H 4.29 -2.30 -1.81
H 5.35 -0.86 -2.09
H 4.81 -1.88 -3.46
H 3.15 1.66 1.82
H 1.97 2.83 1.11
H 3.68 3.34 1.40
H 5.55 0.70 0.15
H 5.88 2.42 -0.21
H 5.70 1.27 -1.57
H 2.33 3.84 -1.71
H 3.65 3.22 -2.76
H 4.04 4.23 -1.33
Cl -2.16 -5.90 5.37
C -1.98 -4.66 4.18
C -2.46 -4.86 2.89
C -2.31 -3.85 1.93
Cl -2.95 -4.21 0.35
C -1.69 -2.61 2.21
O -1.51 -1.63 1.41
C -1.23 -2.49 3.54
C -0.58 -1.21 3.85
O -0.49 -0.37 2.95
C -1.36 -3.47 4.53
H -2.95 -5.79 2.63
H -0.20 -1.04 4.86
H -0.98 -3.30 5.53
H -1.86 -0.48 2.33
*
```

LUMO energy (alpha / beta), eV: -10.38 / -10.38
Expectation value of S²: 0.810
E, eV: -132726.174
Frontier orbital gap (alpha / beta), hartree: 0.1782 / 0.1795



[3]
C33H52NO17S2 as an isolated structure at a distorted geometry. Source: the Open Molecules 2025 dataset; level of theory: ωB97M-V with the def2-TZVPD basis set.

Structure (ORCA input):
```
! wB97M-V def2-TZVPD RIJCOSX def2/J DEFGRID3
* xyz -1 1
C 10.41 -0.21 -0.36
C 9.17 0.66 -0.65
C 9.61 1.96 -1.29
C 8.49 2.94 -1.72
C 7.17 2.33 -2.20
C 5.97 2.49 -1.23
C 5.60 1.19 -0.53
C 4.33 1.29 0.33
C 4.30 2.49 1.30
C 3.24 3.52 0.92
S 2.43 4.17 2.38
O 1.82 3.06 3.07
O 3.50 4.81 3.11
N 1.44 5.34 1.89
S -0.03 5.00 1.37
O -0.81 4.10 2.19
O -0.69 6.26 1.09
C 0.12 4.27 -0.29
O -0.81 3.20 -0.51
C -0.38 2.31 -1.46
C -0.10 2.79 -2.75
C 0.33 1.96 -3.78
C 0.61 2.48 -5.16
C 0.48 0.60 -3.49
C 0.18 0.12 -2.21
C -0.26 0.95 -1.17
C -0.59 0.37 0.20
C 0.24 0.98 1.32
C -0.53 -1.15 0.26
H 11.03 0.26 0.41
H 11.02 -0.26 -1.26
H 10.14 -1.21 -0.04
H 8.68 0.85 0.30
H 8.53 0.06 -1.29
H 10.28 1.78 -2.13
H 10.22 2.47 -0.55
H 8.90 3.55 -2.52
H 8.30 3.62 -0.90
H 7.28 1.29 -2.50
H 6.89 2.86 -3.11
H 5.13 2.87 -1.80
H 6.25 3.26 -0.51
H 6.42 0.76 0.04
H 5.36 0.48 -1.33
H 4.22 0.38 0.93
H 3.49 1.29 -0.36
H 4.18 2.15 2.32
H 5.26 2.99 1.26
H 3.66 4.38 0.41
H 2.47 3.04 0.32
H -0.13 5.08 -0.97
H 1.12 3.92 -0.51
H -0.23 3.85 -2.95
H 1.68 2.45 -5.36
H 0.24 3.49 -5.31
H 0.13 1.85 -5.91
H 0.83 -0.09 -4.25
H 0.32 -0.94 -2.06
H -1.64 0.63 0.39
H -0.13 0.64 2.28
H 1.29 0.72 1.22
H 0.17 2.06 1.35
H -1.06 -1.58 -0.59
H -1.07 -1.48 1.14
H 0.49 -1.52 0.30
C -1.02 -5.07 1.99
C -0.21 -6.27 2.39
O 0.83 -6.28 1.41
C 0.96 -5.02 0.92
O 1.84 -4.66 0.20
O -0.05 -4.24 1.35
H -1.47 -4.57 2.85
H -1.80 -5.31 1.26
H 0.25 -6.16 3.38
H -0.76 -7.21 2.36
C -5.51 -3.59 3.33
C -5.88 -5.04 3.61
O -4.59 -5.65 3.79
C -3.72 -4.68 4.17
O -2.61 -4.88 4.55
O -4.27 -3.46 4.04
H -6.24 -2.88 3.70
H -5.33 -3.40 2.27
H -6.46 -5.15 4.52
H -6.41 -5.51 2.78
C -6.70 -3.17 -2.12
C -7.89 -3.47 -1.24
O -7.41 -3.11 0.06
C -6.41 -2.21 -0.10
O -5.92 -1.58 0.78
O -6.05 -2.12 -1.40
H -6.97 -2.83 -3.12
H -6.02 -4.02 -2.21
H -8.75 -2.84 -1.48
H -8.20 -4.51 -1.27
C -9.44 0.56 -0.51
C -10.14 0.87 0.79
O -11.40 0.21 0.63
C -11.25 -0.78 -0.28
O -12.05 -1.62 -0.52
O -10.04 -0.69 -0.89
H -8.36 0.45 -0.41
H -9.65 1.30 -1.29
H -9.63 0.43 1.65
H -10.28 1.93 0.97
*
```

LUMO energy, eV: 1.32
E, eV: -93033.656
Frontier orbital gap, hartree: 0.2699



[4]
C33H53Cl36FN4O4S as an isolated structure at a distorted geometry. Source: the Open Molecules 2025 dataset; level of theory: ωB97M-V with the def2-TZVPD basis set.

Structure (ORCA input):
```
! wB97M-V def2-TZVPD RIJCOSX def2/J DEFGRID3
* xyz 0 1
C 4.89 -4.23 3.58
C 3.52 -3.37 3.59
C 3.90 -1.97 4.33
C 2.99 -3.05 2.07
C 1.57 -3.72 1.79
C 0.35 -2.77 1.41
C -0.31 -2.44 2.83
O 0.62 -2.20 3.91
O 0.08 -2.69 5.06
C -0.62 -3.80 0.60
O -0.92 -4.97 0.98
N -1.09 -3.21 -0.68
C -0.99 -1.69 -0.52
C -0.92 -1.22 -2.05
C -2.26 -0.91 -2.82
C -2.44 -1.89 -4.12
C -2.16 0.59 -3.46
C -2.35 -1.41 0.27
C -2.81 0.12 0.42
N -1.86 1.14 -0.13
N -3.06 0.43 1.88
N -4.15 0.40 -0.23
C 0.44 -1.65 0.25
C 0.68 -0.30 1.14
C 1.24 0.95 0.31
C 1.09 2.34 1.15
S 2.56 3.48 1.00
C 1.72 -1.69 -0.71
C 2.09 -3.09 -1.37
O 1.44 -3.76 -2.17
F 3.39 -3.64 -1.04
H 5.60 -3.81 2.79
H 5.46 -4.17 4.58
H 4.68 -5.35 3.40
H 2.71 -3.85 4.23
H 3.02 -1.22 4.19
H 4.04 -2.09 5.46
H 4.83 -1.48 3.90
H 3.84 -3.46 1.40
H 3.04 -1.92 1.98
H 1.29 -4.36 2.71
H 1.71 -4.49 0.93
H -0.92 -3.37 3.13
H -1.06 -1.57 2.84
H 0.67 -3.38 5.45
H -1.98 -3.57 -1.04
H -0.27 -0.26 -2.06
H -0.32 -1.98 -2.68
H -3.24 -0.96 -2.26
H -3.05 -1.26 -4.88
H -1.45 -2.19 -4.59
H -3.12 -2.77 -3.85
H -2.24 1.41 -2.67
H -1.17 0.62 -4.02
H -2.98 0.79 -4.23
H -2.44 -1.90 1.30
H -3.18 -1.92 -0.35
H -2.35 1.92 -0.59
H -1.44 1.58 0.71
H -3.31 1.42 1.99
H -2.26 0.15 2.46
H -4.02 0.74 -1.19
H -4.76 -0.43 -0.18
H -0.29 0.05 1.65
H 1.43 -0.48 2.01
H 0.83 1.05 -0.75
H 2.38 0.79 0.21
H 0.19 2.89 0.71
H 0.85 2.15 2.26
H 3.68 2.80 0.57
H 1.72 -0.93 -1.56
H 2.62 -1.38 -0.06
C -0.12 0.04 -7.12
Cl -0.17 -1.73 -7.21
Cl -1.68 0.67 -6.57
Cl 1.18 0.57 -6.05
H 0.07 0.43 -8.12
C 2.01 3.29 -3.47
Cl 0.39 2.87 -2.89
Cl 2.48 4.89 -2.87
Cl 3.18 2.07 -2.96
H 1.99 3.32 -4.55
C -3.45 -0.35 -10.05
Cl -4.22 1.22 -9.75
Cl -1.70 -0.17 -10.14
Cl -3.90 -1.51 -8.79
H -3.81 -0.73 -11.00
C -2.57 5.41 -3.78
Cl -3.35 6.97 -3.49
Cl -0.81 5.61 -3.92
Cl -2.97 4.26 -2.50
H -2.94 5.02 -4.73
C 0.13 6.47 1.30
Cl -0.38 6.36 -0.39
Cl -0.88 7.61 2.19
Cl 0.09 4.87 2.07
H 1.16 6.83 1.33
C -0.52 -5.61 -7.19
Cl 0.75 -6.30 -8.21
Cl 0.15 -5.07 -5.64
Cl -1.32 -4.26 -8.02
H -1.27 -6.38 -6.99
C 0.71 9.84 5.37
Cl 1.51 8.55 4.46
Cl 1.79 11.23 5.56
Cl -0.80 10.32 4.58
H 0.47 9.45 6.36
C 3.31 -7.63 0.31
Cl 3.26 -9.39 0.19
Cl 1.76 -6.99 0.87
Cl 4.62 -7.11 1.38
H 3.50 -7.22 -0.69
C -6.84 -2.61 0.73
Cl -7.74 -1.75 -0.53
Cl -5.21 -3.00 0.16
Cl -6.78 -1.64 2.22
H -7.36 -3.54 0.95
C -4.45 0.25 5.55
Cl -5.38 -0.42 4.20
Cl -2.72 -0.04 5.32
Cl -4.78 1.98 5.73
H -4.77 -0.26 6.46
C 2.85 9.32 9.35
Cl 1.87 8.62 8.05
Cl 4.56 8.98 9.09
Cl 2.57 11.06 9.47
H 2.54 8.86 10.29
C 5.80 0.61 0.66
Cl 5.55 1.98 -0.43
Cl 4.27 0.16 1.44
Cl 6.48 -0.77 -0.21
H 6.50 0.91 1.43
*
```

LUMO energy, eV: 0.18
E, eV: -513582.482
Frontier orbital gap, hartree: 0.3315